# 1
Density functional theory data (wB97M-V/def2-TZVPD) for a structure of composition C18H18Br2MnN2O5PSTe.

Calculated values
Total energy (a.u.): -8489.13615
Spin multiplicity: 3
Relative energy (zero: lowest compared OMol25 entry of this formula, charge and spin) (kcal per mole): 1.0
Expectation value of S²: 2.02
Orbital gap (alpha / beta) (eV): 6.84 / 6.62
LUMO energy (alpha / beta) (eV): -0.4 / -0.6

Each line ends with the Löwdin charge.
Positions of all 49 atoms, in Å:
Mn (0.908356, -0.147850, 0.751024)  0.6231
Br (-2.483456, 3.431360, 1.127067)  0.7989
C (-2.710328, 1.574304, 0.917376)  -0.6081
C (-4.007676, 1.044636, 0.780471)  -0.1630
C (-4.207165, -0.295656, 0.611228)  -0.6320
Br (-5.972327, -0.954032, 0.429369)  0.7794
C (-3.108618, -1.189822, 0.572679)  -0.1888
C (-3.174252, -2.591283, 0.397983)  -0.0039
C (-2.024701, -3.326829, 0.373331)  -0.0130
C (-0.781657, -2.682066, 0.504580)  -0.1062
N (-0.693987, -1.382441, 0.658847)  0.0387
C (-1.829341, -0.632313, 0.706847)  -0.1428
C (-1.600805, 0.760245, 0.878449)  -0.3776
O (-0.357356, 1.176976, 0.972281)  -0.1536
H (-4.851406, 1.719618, 0.808487)  0.0979
H (-4.138515, -3.066632, 0.280665)  0.0876
H (-2.047594, -4.397162, 0.230831)  0.1154
H (0.146613, -3.233977, 0.451932)  0.0693
O (1.018180, -0.624087, 2.588341)  -0.2036
N (1.913011, 0.002159, 3.359882)  -0.1647
C (1.777385, -0.147634, 4.694597)  -0.0007
C (2.674632, 0.427847, 5.546529)  -0.0447
C (3.731112, 1.171725, 5.009080)  -0.0530
C (3.842747, 1.311021, 3.650326)  -0.0656
C (2.907254, 0.716338, 2.789555)  -0.6053
S (2.936659, 0.811279, 1.079979)  0.8094
H (0.926721, -0.741700, 4.989734)  0.1433
H (2.552174, 0.300288, 6.611132)  0.1118
H (4.453695, 1.640527, 5.662718)  0.1144
H (4.640668, 1.883967, 3.201393)  0.1134
C (2.643153, 1.882303, -3.297714)  -0.0697
C (2.519769, 0.439902, -3.733748)  -0.2793
O (1.158909, -0.015363, -3.589304)  -0.2899
P (0.759243, -0.894821, -2.317935)  0.0617
O (1.079469, 0.012292, -1.109747)  -0.4772
Te (1.746989, -3.002933, -2.240616)  0.3926
O (-0.819843, -0.982082, -2.492118)  -0.2873
C (-1.602680, 0.227950, -2.643401)  -0.2546
C (-2.019067, 0.403996, -4.084863)  -0.0640
H (3.666630, 2.227528, -3.451990)  0.0792
H (2.393554, 1.987143, -2.242616)  0.0633
H (1.974271, 2.516795, -3.879864)  0.0794
H (3.182246, -0.214221, -3.161530)  0.0859
H (2.759469, 0.318335, -4.789350)  0.1192
H (-1.029507, 1.083473, -2.278943)  0.1188
H (-2.471549, 0.099369, -1.996556)  0.1107
H (-1.145926, 0.529414, -4.722563)  0.0715
H (-2.653887, 1.286949, -4.177218)  0.0812
H (-2.581262, -0.464853, -4.426613)  0.0827

Cartesian forces, eV/Å:
-0.01 -0.31 -0.12
0.00 -0.01 0.00
-0.02 0.01 -0.03
0.02 0.00 0.00
0.00 -0.01 0.01
-0.01 0.00 0.00
-0.04 -0.01 0.00
0.00 0.01 0.00
0.02 0.00 0.00
0.02 -0.01 -0.01
-0.06 -0.04 0.00
-0.02 -0.01 0.00
0.01 0.04 -0.01
-0.06 0.17 0.02
0.00 0.00 0.00
-0.01 0.00 0.00
0.01 -0.01 0.00
0.01 0.00 -0.01
0.02 -0.04 0.00
-0.01 -0.02 0.03
0.00 0.00 0.02
-0.03 -0.03 0.01
0.02 0.02 -0.03
0.03 0.00 0.03
-0.01 0.03 -0.08
0.18 0.13 0.07
0.00 0.00 0.00
0.00 0.00 0.00
0.00 0.00 0.00
0.00 0.00 0.00
-0.01 0.00 0.00
0.03 0.01 -0.01
-0.05 -0.01 0.00
0.00 -0.04 -0.01
-0.04 0.09 0.03
-0.02 -0.01 0.04
0.04 -0.01 0.01
-0.01 0.02 0.00
0.00 0.00 0.01
0.01 0.00 0.00
0.00 0.00 0.00
0.00 0.00 0.00
0.00 0.00 0.00
0.00 0.00 0.00
0.00 0.00 0.00
0.00 0.00 0.01
0.00 0.00 0.00
0.00 0.00 0.00
0.00 0.00 0.00

# 2
Density functional theory data (wB97M-V/def2-TZVPD) for a structure of composition C28H38BN5P2Pt in a non-equilibrium geometry.

Calculated values
Total energy (a.u.): -2189.35874
Spin multiplicity: 5
Charge: +2
Expectation value of S²: 6.22
Orbital gap (alpha / beta) (eV): 4.32 / 2.53
LUMO energy (alpha / beta) (eV): -8.5 / -10.2

Each line ends with the Löwdin charge.
Positions of all 75 atoms, in Å:
Pt (0.473067, 1.817921, -1.186281)  1.2462
C (-1.259804, 2.228668, -2.175985)  -0.2578
C (-0.867826, 0.870514, -2.538138)  -0.2325
C (-0.209288, 0.559464, -3.866505)  -0.1683
C (1.061150, 1.411136, -4.106670)  -0.1585
C (1.716602, 1.823605, -2.806532)  -0.2572
C (1.537658, 3.186696, -2.270582)  -0.2422
C (0.442462, 4.102078, -2.788580)  -0.1700
C (-0.956805, 3.439912, -3.053792)  -0.1560
C (0.736082, 1.342852, 0.804910)  -0.2891
H (-2.165160, 2.273582, -1.549155)  0.1197
H (-1.482885, 0.053120, -2.137263)  0.1038
H (-0.907981, 0.608667, -4.720687)  0.1406
H (0.112076, -0.491582, -3.851395)  0.1092
H (1.756435, 0.793282, -4.694073)  0.1323
H (0.849665, 2.311725, -4.682325)  0.1146
H (2.663519, 1.315639, -2.606212)  0.0953
H (2.414232, 3.613263, -1.762620)  0.1281
H (0.786552, 4.674398, -3.656042)  0.1349
H (0.272412, 4.831141, -1.989660)  0.1179
H (-1.698900, 4.201735, -2.764139)  0.1247
H (-1.125685, 3.223634, -4.112079)  0.1221
H (0.054154, 2.179875, 1.083106)  0.0183
H (1.738743, 1.475968, 1.252381)  0.0146
H (0.280786, 0.398950, 1.163606)  -0.1195
P (2.304783, -1.231156, 0.020540)  1.0303
P (-0.923455, -1.751828, 0.766818)  1.2095
N (3.752559, -0.715890, -0.844060)  -0.2451
N (3.129129, -2.028404, 1.286513)  -0.2851
N (-4.934602, 0.375552, 0.328548)  -0.0066
N (-2.139489, -2.481575, 1.607838)  -0.3549
C (1.371591, -2.632259, -0.729276)  -0.3703
C (0.136994, -3.110895, 0.130038)  -0.3818
C (4.218826, 0.615016, -0.708126)  -0.1789
C (5.572464, 0.645649, -0.965484)  -0.0626
C (5.970194, -0.686121, -1.329543)  -0.0536
C (4.859101, -1.497771, -1.226932)  -0.1257
C (3.299686, -1.501042, 2.562503)  -0.1382
C (4.182817, -2.301968, 3.269535)  -0.0612
C (4.591109, -3.363689, 2.387527)  -0.0517
C (3.926653, -3.178359, 1.185892)  -0.1366
C (-4.719751, 1.687863, 0.664067)  -0.1304
C (-5.785177, 2.505792, 0.148656)  -0.0634
C (-6.676070, 1.638462, -0.502036)  -0.0457
C (-6.095447, 0.323320, -0.383528)  -0.1026
C (-3.532034, -2.369685, 1.443947)  -0.0890
C (-4.157255, -2.649405, 2.633405)  0.0139
C (-3.121211, -2.877846, 3.615752)  -0.0246
C (-1.917041, -2.758933, 2.980607)  -0.1032
H (2.016194, -3.503812, -0.922429)  0.0836
H (1.018107, -2.243392, -1.704175)  0.0721
H (-0.545313, -3.748400, -0.467038)  0.1083
H (0.480226, -3.678976, 1.010168)  0.0958
H (3.524812, 1.405273, -0.429591)  0.0748
H (6.198844, 1.530343, -0.922464)  0.1086
H (6.967948, -0.991141, -1.615550)  0.1091
H (4.730119, -2.555531, -1.403630)  0.1018
H (2.758974, -0.627452, 2.853355)  0.0899
H (4.501131, -2.152815, 4.291981)  0.1034
H (5.273647, -4.171560, 2.594488)  0.1052
H (3.940202, -3.747918, 0.267857)  0.0952
H (-3.854403, 2.015847, 1.246855)  0.0776
H (-5.839200, 3.580927, 0.261401)  0.0987
H (-7.613783, 1.867488, -0.991338)  0.1043
H (-6.501742, -0.601478, -0.796084)  0.1139
H (-3.918383, -2.016886, 0.510708)  0.0918
H (-5.220138, -2.713408, 2.793355)  0.1241
H (-3.248150, -3.088642, 4.658913)  0.1173
H (-0.906233, -2.760182, 3.351739)  0.1182
B (-2.218900, 0.985496, 4.867722)  -0.2296
C (-2.187270, 0.692929, 3.334468)  -0.1425
N (-2.195487, 0.470757, 2.187374)  0.1525
H (-3.394709, 1.137596, 5.154062)  0.1614
H (-1.569446, 1.990350, 5.072431)  0.0708
H (-1.732682, 0.023515, 5.466960)  0.0802

Cartesian forces, eV/Å:
0.59 -2.26 3.43
-1.16 -1.47 -1.59
-1.73 1.36 -1.10
0.68 -0.50 0.11
-0.31 -0.38 -0.23
0.93 2.23 -1.11
1.05 -1.06 -2.07
-0.09 0.22 0.41
-0.21 0.66 0.36
-0.54 0.16 1.88
0.65 0.19 0.07
0.39 0.39 0.27
0.06 0.26 0.47
-0.14 0.16 0.10
-0.10 0.39 0.20
-0.05 -0.10 -0.08
-0.23 0.16 0.36
-0.60 -0.01 0.05
-0.07 -0.12 -0.02
0.16 0.09 -0.17
0.25 -0.24 -0.35
0.10 -0.15 0.15
0.25 -0.04 0.08
-0.45 0.02 -0.51
0.38 0.83 -0.48
1.36 0.62 0.81
-0.05 0.74 -1.84
-0.27 -0.25 -0.64
-0.08 -1.01 0.46
0.14 -0.18 -0.15
-1.53 -0.93 0.34
-0.07 -0.35 -0.76
0.85 0.58 0.79
0.30 -0.44 0.09
-0.98 -0.22 -0.14
-0.83 -0.24 0.29
0.15 0.84 -0.07
0.75 -1.00 0.38
-0.50 0.23 -0.92
-0.90 0.59 -0.76
0.07 0.25 0.97
-0.94 -1.26 -0.79
-1.28 -0.64 -0.87
1.01 1.50 0.76
1.17 0.66 0.93
1.22 0.58 -0.17
1.23 -0.21 0.68
-0.14 0.46 -0.87
-0.15 -0.38 0.42
-0.35 0.20 -0.04
0.09 -0.30 0.33
0.21 0.13 0.28
0.00 -0.31 -0.27
0.30 -0.26 0.08
-0.14 -0.24 -0.06
-0.20 -0.04 0.04
0.17 0.18 -0.02
-0.10 0.37 0.13
-0.05 0.01 -0.16
-0.01 0.05 0.07
0.11 0.00 0.23
-0.37 -0.28 -0.28
-0.22 -0.16 -0.05
0.18 0.11 0.07
0.26 0.24 0.23
-0.22 0.01 -0.20
-0.02 0.00 -0.05
-0.06 -0.09 0.18
0.05 -0.36 0.17
3.28 -0.72 -1.86
-0.22 0.12 1.05
0.14 0.01 0.06
-1.06 0.20 0.91
-0.94 0.56 0.02
-1.16 -0.15 0.02

# 3
Density functional theory data (wB97M-V/def2-TZVPD) for a structure of composition C7H31MnN12O12 in a non-equilibrium geometry.

Calculated values
Total energy (a.u.): -2996.34276
Spin multiplicity: 6
Charge: +1
Relative energy (zero: lowest compared OMol25 entry of this formula, charge and spin) (kcal per mole): 0.0
Expectation value of S²: 8.75
Orbital gap (alpha / beta) (eV): 6.33 / 6.30
LUMO energy (alpha / beta) (eV): -4.9 / -4.9

Each line ends with the Löwdin charge.
Positions of all 63 atoms, in Å:
Mn (-1.057561, 0.735395, 3.335680)  1.2765
O (0.021817, 0.163669, -0.875099)  0.0888
C (0.146394, -0.150856, 0.430405)  -0.7465
O (0.999332, -0.985051, 0.813115)  -0.0290
O (-0.631018, 0.394987, 1.266731)  -0.0990
H (0.685036, -0.466863, -1.232240)  0.0941
O (2.917871, -2.776795, 1.113772)  -0.0679
H (2.868591, -2.940366, 2.059752)  0.0353
H (2.341098, -2.012988, 0.965694)  -0.0449
O (-2.840368, -0.388917, -0.935695)  -0.0424
H (-1.878461, -0.477134, -0.977901)  0.0042
H (-2.980821, 0.539280, -0.728449)  0.0002
O (-0.194837, 0.403689, -4.496550)  -0.0633
H (-0.852642, 0.743554, -3.882214)  0.0157
H (0.274056, -0.281269, -4.001618)  -0.0189
C (-4.192348, 1.210314, 2.683376)  -0.6121
O (-3.074770, 0.633361, 2.780701)  -0.0812
N (-4.569134, 2.153386, 3.544630)  0.1983
N (-5.015301, 0.973732, 1.679580)  0.2258
H (-3.985181, 2.566547, 4.248342)  0.1218
H (-5.438873, 2.629246, 3.374672)  0.1235
H (-5.939186, 1.363818, 1.666050)  0.1325
H (-4.609416, 0.475162, 0.900050)  0.1217
C (4.230356, -0.367864, -1.991477)  -0.6880
O (5.056575, 0.249628, -1.324014)  0.0176
N (4.267320, -0.352251, -3.367102)  0.1492
N (3.145225, -0.987717, -1.529020)  0.1752
H (3.507173, -0.650034, -3.948090)  0.0900
H (5.100049, 0.086569, -3.721408)  0.1037
H (3.131145, -1.037069, -0.523920)  0.0765
H (2.407986, -1.316567, -2.132357)  0.0501
C (0.638393, -3.129248, -2.605365)  -0.6294
O (0.764967, -1.937779, -2.966941)  -0.0387
N (0.775491, -3.420606, -1.310707)  0.1986
N (0.439576, -4.145311, -3.463766)  0.1926
H (0.880212, -4.411233, -1.162030)  0.1123
H (0.760814, -2.761042, -0.554774)  0.0674
H (0.486105, -5.077508, -3.094196)  0.1087
H (0.506168, -3.954570, -4.448043)  0.1262
C (-1.440852, 3.532258, -2.017398)  -0.6917
O (-2.012364, 4.428686, -2.629910)  0.0268
N (-2.055383, 3.035946, -0.904005)  0.1473
N (-0.213423, 3.052155, -2.289936)  0.1796
H (-2.886667, 3.603735, -0.824430)  0.1047
H (-1.794940, 2.304498, -0.269081)  0.0596
H (0.113519, 2.304087, -1.703646)  0.0599
H (0.360709, 3.456945, -3.006348)  0.1191
C (-0.807122, -2.673932, 3.595551)  -0.6071
O (-0.919310, -1.429489, 3.682848)  -0.0641
N (-1.087439, -3.446350, 4.665808)  0.1837
N (-0.728128, -3.382015, 2.464110)  0.2100
H (-1.148424, -2.988905, 5.559579)  0.1227
H (-1.412996, -4.364872, 4.434911)  0.1160
H (-0.751977, -4.367868, 2.297478)  0.1271
H (-0.261283, -2.733640, 1.825989)  0.0991
C (2.051163, 3.566764, 1.633158)  -0.6767
O (1.663335, 3.483314, 2.805160)  -0.0157
N (2.740740, 4.624764, 1.138130)  0.1704
N (1.873096, 2.520711, 0.791609)  0.1685
H (2.998527, 5.346637, 1.785682)  0.1167
H (2.451525, 4.715601, 0.174615)  0.1095
H (2.495829, 2.490824, -0.004327)  0.1137
H (1.680003, 1.626834, 1.204905)  0.0756

Cartesian forces, eV/Å:
-0.31 -2.15 -2.32
0.53 -0.74 0.96
0.38 -0.57 2.22
-0.56 0.28 -1.10
-0.75 1.50 0.20
-0.21 0.40 -1.11
-0.04 -0.27 0.00
0.16 0.03 0.02
0.07 -0.17 0.23
-0.22 -0.17 0.24
-0.24 0.12 -0.14
0.16 0.14 -0.30
0.17 0.06 0.10
-0.02 0.05 -0.05
-0.19 -0.16 -0.09
1.15 0.68 0.49
0.54 0.29 0.35
-0.82 0.64 0.56
0.23 -0.70 -0.58
0.18 -0.38 0.03
0.04 0.14 0.11
-0.04 -0.05 -0.36
-0.50 -0.31 -0.03
0.55 1.70 -1.59
-0.35 -0.86 0.05
0.94 0.17 0.40
-0.51 -0.22 1.59
0.14 -0.05 -0.12
-0.31 0.01 -0.45
-0.38 -0.29 -0.16
0.02 -0.34 0.11
0.63 2.39 -0.46
-0.38 -0.32 -0.14
-0.35 -2.06 0.08
-0.03 0.03 0.36
0.05 0.23 0.99
0.35 0.16 -0.09
-0.10 -0.17 -0.50
0.03 -0.13 0.02
0.06 1.23 -0.50
0.53 -0.48 -0.02
-1.10 0.24 0.09
0.19 -0.51 0.24
-0.21 -0.58 0.73
0.36 0.10 -0.01
0.42 0.03 -0.24
-0.16 -0.12 -0.13
-2.74 -1.43 1.61
1.25 0.98 -0.24
0.62 0.71 0.02
1.26 3.09 -1.56
-0.41 -0.48 0.07
0.08 -0.31 0.87
0.32 -0.14 0.43
-0.31 -0.91 -0.92
0.08 -0.61 2.61
-0.15 0.02 -0.22
-0.67 -1.17 -0.71
0.11 -0.08 -1.52
-0.36 0.42 -0.37
0.82 1.24 -0.03
-0.01 -0.25 0.06
0.03 0.11 0.22

# 4
Density functional theory data (wB97M-V/def2-TZVPD) for a cluster of 2 separate species, C4H9N in total in a non-equilibrium geometry.

Calculated values
Total energy (a.u.): -212.15878
Spin multiplicity: 2
Charge: +1
Relative energy (zero: lowest compared OMol25 entry of this formula, charge and spin) (kcal per mole): 76.2
Expectation value of S²: 0.77
Orbital gap (alpha / beta) (eV): 6.33 / 2.78
LUMO energy (alpha / beta) (eV): -5.0 / -8.5

Each line ends with the Löwdin charge.
Positions of all 14 atoms, in Å:
C (-0.443411, -5.609420, -3.828195)  -0.0856
C (0.273189, -4.523380, -4.052212)  -0.0902
H (-0.159343, -6.523382, -3.338747)  0.0446
H (-1.415529, -5.727765, -4.328071)  0.0490
H (1.163854, -4.404165, -3.441815)  0.0376
H (0.266108, -3.851865, -4.893347)  0.0446
C (-0.762560, 3.683032, 3.535498)  0.2268
C (0.340019, 3.135592, 2.918243)  -0.0902
N (0.485445, 3.307287, 1.577667)  0.1967
H (-1.530867, 4.129664, 2.922045)  0.1077
H (-0.900603, 3.773177, 4.597851)  0.1017
H (1.048594, 2.404990, 3.308744)  0.1527
H (1.127834, 2.649436, 1.147986)  0.1391
H (0.742698, 4.257914, 1.290930)  0.1655

Cartesian forces, eV/Å:
-1.70 -0.09 -1.57
1.71 -0.63 0.78
0.32 0.38 1.08
0.49 -0.03 -0.21
0.30 -0.06 -0.21
-1.12 0.43 0.12
0.15 0.85 0.41
-0.17 -0.77 -1.45
1.60 0.33 0.87
-0.01 0.09 -0.16
0.13 -0.43 0.29
-0.56 -0.03 0.63
0.08 -0.05 -0.09
-1.22 0.00 -0.49